The following is a quantum chemistry calculation of a structure of composition C37H33AlAsO10S in a non-equilibrium geometry, from the Open Molecules 2025 dataset.

```
83
Properties=species:S:1:pos:R:3:mulliken_charge:R:1
Al -0.012 -0.472 0.285 -0.9276
O -1.750 -0.085 -3.366 -0.6156
As -2.112 0.690 -1.827 -0.1261
O -3.100 -0.676 -1.005 -0.5089
O -0.666 0.539 -0.953 0.0707
C -3.401 -1.897 -1.489 0.1546
C -4.736 -2.146 -1.831 -0.5755
C -5.145 -3.395 -2.254 -0.5054
C -4.231 -4.437 -2.364 -0.6760
C -2.912 -4.213 -2.019 -0.5652
C -2.492 -2.962 -1.587 0.0975
S -0.785 -2.804 -1.103 1.8979
O -0.283 -4.133 -0.904 -0.7365
O -0.853 -2.053 0.211 -0.2939
O -0.095 -2.040 -2.119 -0.8306
H -1.039 -0.736 -3.184 0.4709
H -5.430 -1.320 -1.751 0.4461
H -6.188 -3.561 -2.498 0.3594
H -4.550 -5.413 -2.707 0.3924
H -2.174 -5.003 -2.050 0.5144
C 3.958 -1.892 5.087 -1.8459
C 2.556 -2.041 4.515 1.5417
C 1.695 -2.937 5.409 -1.8424
O 1.980 -0.770 4.367 -0.3025
C 1.105 -0.858 3.255 -0.9557
C 1.799 -1.884 2.297 -0.1713
O 2.624 -2.607 3.213 -0.3457
C 2.536 -1.527 0.966 2.1070
O 1.685 -0.689 0.241 0.5550
C 2.757 -2.826 0.152 -0.2963
C 2.753 -4.107 0.691 -0.1099
C 2.931 -5.213 -0.129 -0.8961
C 3.126 -5.056 -1.489 -0.6156
C 3.150 -3.779 -2.031 -0.6963
C 2.970 -2.675 -1.216 -0.5083
C 3.940 -0.921 1.056 0.6686
C 4.980 -1.584 1.707 -0.6952
C 6.268 -1.072 1.679 -0.9372
C 6.550 0.083 0.964 -0.6640
C 5.530 0.715 0.270 -0.7154
C 4.238 0.216 0.317 -0.3740
C 0.528 0.514 2.811 3.0330
O -0.414 0.211 1.823 -0.3679
C 1.518 1.607 2.385 0.0692
C 1.148 2.486 1.369 -0.7737
C 1.923 3.596 1.072 -0.9038
C 3.067 3.868 1.807 -0.6844
C 3.463 2.982 2.796 -1.2480
C 2.706 1.853 3.072 0.2891
C -0.239 1.072 4.038 -0.1122
C -1.616 0.870 4.089 -0.5232
C -2.370 1.347 5.152 -0.8034
C -1.759 2.035 6.188 -0.5421
C -0.389 2.244 6.146 -1.0560
C 0.364 1.769 5.082 -0.0717
H 3.900 -1.557 6.122 0.4403
H 4.512 -1.166 4.494 0.3842
H 4.466 -2.855 5.041 0.3537
H 1.660 -2.521 6.415 0.4199
H 2.128 -3.936 5.438 0.3627
H 0.681 -3.002 5.014 0.3570
H 0.197 -1.395 3.567 0.1312
H 0.998 -2.539 1.940 0.8946
H 2.603 -4.254 1.751 0.4246
H 2.896 -6.208 0.301 0.4199
H 3.246 -5.924 -2.126 0.3700
H 3.290 -3.643 -3.096 0.3941
H 2.965 -1.679 -1.637 0.3765
H 4.779 -2.507 2.231 0.5381
H 7.062 -1.595 2.200 0.4150
H 7.560 0.473 0.931 0.3982
H 5.738 1.605 -0.311 0.4137
H 3.435 0.705 -0.217 0.2899
H 0.248 2.280 0.806 0.4428
H 1.625 4.258 0.268 0.4184
H 3.656 4.753 1.602 0.3721
H 4.375 3.160 3.352 0.4289
H 3.052 1.156 3.819 0.6025
H -2.089 0.350 3.268 0.4150
H -3.441 1.187 5.167 0.4272
H -2.344 2.409 7.019 0.3841
H 0.097 2.792 6.944 0.4206
H 1.425 1.957 5.071 0.4571
```

Energy above the lowest of the compared OMol25 structures with the same formula, charge and spin: 0.0000 eV
Energy: -5058.93567 Ha
Charge: -1
F_max: 1.31 eV/Å

***

The following is a quantum chemistry calculation of an isolated molecule of C4H8O2, from the Open Molecules 2025 dataset.

```
14
Properties=species:S:1:pos:R:3:nbo_charge:R:1
C -1.913 -0.339 0.225 -0.2694
O -0.815 0.571 0.267 -0.5238
C 0.364 0.099 -0.380 -0.0066
C 1.388 1.225 -0.378 -0.6268
C 0.780 -1.094 0.466 0.4225
O 0.415 -2.229 0.242 -0.5180
H -2.513 -0.196 -0.683 0.1736
H -1.575 -1.377 0.263 0.1980
H -2.533 -0.144 1.105 0.1929
H 0.145 -0.247 -1.401 0.1810
H 0.884 2.155 -0.654 0.2335
H 1.828 1.356 0.618 0.2114
H 2.211 1.055 -1.083 0.2197
H 1.333 -0.836 1.393 0.1120
```

Energy above the lowest of the compared OMol25 structures with the same formula, charge and spin: 1.7073 eV
Energy: -307.64969 Ha
SMILES string: CO[C@@H](C)C=O
F_max: 0.93 eV/Å

***

- Among the records above, which one has the highest energy above the lowest of the compared OMol25 structures with the same formula, charge and spin?
  C4H8O2

***

- energy of number 2 (C4H8O2)?
  -307.64969 Ha

***

- Which formula does entry 1 have?
  C37H33AlAsO10S

***

- What is the F_max in the second record?
  0.93 eV/Å